# 1
Entry from OMol25: a molecular structure, C18H14AuN9O4S2 in a non-equilibrium geometry (ωB97M-V/def2-TZVPD).

```
48
Properties=species:S:1:pos:R:3:mulliken_charge:R:1
Au 0.3969 0.4178 -0.8706 1.128
S -2.6080 -0.6961 -1.1709 1.004
S 0.7055 4.6871 -1.5802 -0.389
O -2.3186 -1.2513 -2.4579 -0.638
O -1.7170 2.6923 0.0139 -0.601
O -2.6702 -1.6029 -0.0487 -0.650
O 2.3551 0.4119 -0.9989 -0.691
N 0.4659 1.9774 -2.1025 -0.701
N 0.7841 -4.1695 -0.5657 -0.935
N 1.7656 -3.7182 -1.3072 1.293
N 0.6293 -2.0156 -1.0077 0.369
N -1.5972 0.5557 -0.8250 0.003
N 2.7455 -4.5510 -1.8238 -0.600
N 1.2758 0.5384 3.2329 -0.090
N 1.7211 -2.4610 -1.5972 -0.865
N 0.5145 -0.1155 1.3010 0.143
C 5.5947 0.5401 0.4963 -0.386
C -5.3430 -0.0639 -1.4684 -0.719
C -6.0045 2.1933 -0.8872 -0.487
C 3.2184 0.4357 0.0114 0.683
C -2.2533 1.7197 -0.4576 0.821
C 1.5978 0.2831 1.9440 0.341
C -0.0705 0.2966 3.4022 -0.855
C 4.5608 0.5101 -0.4083 -0.612
C 5.3368 0.4878 1.8666 -0.800
C 0.0745 -3.0607 -0.3868 -0.348
C -4.0488 0.3069 -1.1642 0.400
C 2.9503 0.3879 1.3923 0.561
C -4.6964 2.5381 -0.5753 -0.605
C -3.7197 1.5701 -0.7268 0.087
C -0.5336 -0.1006 2.1927 -0.393
C 0.5395 3.1314 -1.8316 0.284
C -6.3230 0.9113 -1.3289 -0.533
C 4.0288 0.4084 2.2892 -0.973
H -6.7915 2.9291 -0.7898 0.398
H -4.4276 3.5280 -0.2335 0.524
H -0.8412 -3.0096 0.1683 0.600
H 3.5614 -3.9662 -1.9716 0.306
H 1.9017 0.9093 3.9240 0.207
H 3.8299 0.3323 3.3510 0.330
H -1.5266 -0.3854 1.8929 0.510
H 6.6125 0.6051 0.1340 0.392
H -5.5818 -1.0612 -1.8090 0.463
H -7.3503 0.6704 -1.5672 0.397
H 4.7410 0.5574 -1.4728 0.500
H 2.9325 -5.2447 -1.1084 0.296
H 6.1443 0.5008 2.5845 0.395
H -0.5615 0.4401 4.3464 0.435
```

Results
Frontier orbital gap in eV: 6.92
Charge: 0
Strongest force on any atom in eV/Å: 1.1
Relative energy (zero: lowest compared OMol25 entry of this formula, charge and spin) in kJ/mol: 49.9
DFT total energy in Ha: -2420.0721

=====

# 2
Entry from OMol25: a gas-phase ion, C2H5N2S (charge +1) in a non-equilibrium geometry (ωB97M-V/def2-TZVPD).

```
10
Properties=species:S:1:pos:R:3:mulliken_charge:R:1
S 2.8172 -0.3382 0.0541 -0.056
N -0.6609 -0.9492 -0.0735 -0.249
N -0.8061 1.3691 0.0610 -0.441
C -0.1174 0.3521 0.0626 0.532
C 1.4024 0.5174 0.0316 -0.474
H 0.0466 -1.6561 -0.2404 0.334
H -1.0035 -1.3311 0.8604 0.386
H -1.8611 1.3399 -0.0681 0.275
H -1.4296 -0.8991 -0.6903 0.367
H 1.6122 1.5951 0.0026 0.325
```

Results
Frontier orbital gap in eV: 7.69
Charge: +1
Strongest force on any atom in eV/Å: 4.2
Relative energy (zero: lowest compared OMol25 entry of this formula, charge and spin) in kJ/mol: 169.8
DFT total energy in Ha: -586.5625
SMILES string: [H]/N=C(\[NH3+])C=S

=====

# 3
Entry from OMol25: 2 unconnected molecules or ions with the total composition C3H8N2OS in a non-equilibrium geometry (ωB97M-V/def2-TZVPD).

```
15
Properties=species:S:1:pos:R:3:mulliken_charge:R:1
S -1.7954 0.6325 0.6707 -0.143
O 0.9907 1.0511 -0.6463 -0.302
N -1.2216 -0.6251 -0.5319 -0.407
N 0.1727 -2.5846 0.2782 -0.628
C -0.0066 -1.2237 -0.2701 0.315
C 2.1637 1.8807 -0.2987 -0.735
C 1.2962 -0.3625 -0.1316 -0.209
H -1.3775 1.8080 -0.1311 0.181
H 1.7999 -0.1673 1.0117 0.268
H 2.2369 2.5401 -1.0683 0.324
H 3.2318 1.4154 -0.0417 0.281
H 2.1450 -1.0880 -0.8245 0.246
H -0.5696 -3.2669 0.5919 0.211
H -2.1222 -1.5188 0.0793 0.346
H 2.0775 2.4500 0.8009 0.252
```

Results
Frontier orbital gap in eV: 8.85
Charge: 0
Strongest force on any atom in eV/Å: 8.5
Relative energy (zero: lowest compared OMol25 entry of this formula, charge and spin) in kJ/mol: 792.6
DFT total energy in Ha: -701.7756

=====

# 4
Entry from OMol25: a molecular structure, C51H82BeBr4F5INNaO13PSi in a non-equilibrium geometry (ωB97M-V/def2-TZVPD).

```
161
Properties=species:S:1:pos:R:3:mulliken_charge:R:1
I -2.3724 -3.2766 -2.0073 0.128
Br 5.6045 -0.3712 9.3359 -0.057
Br 3.1540 0.7051 7.5726 0.105
Br 0.6907 -6.2918 4.2275 -0.684
Br 6.0950 1.7123 6.9438 -0.070
P -0.4466 7.7105 1.3782 1.153
Si -5.7379 0.2369 -0.0089 0.178
Na -0.7637 -8.5961 4.8699 0.706
F 0.7440 -0.4283 6.3232 -0.377
F -3.2285 -3.6884 0.9601 -0.346
F -2.6066 -2.7403 2.8307 -0.321
F 3.2792 -2.5003 -0.5154 -0.481
F -5.3805 3.6564 0.9664 -0.597
O 0.7482 6.7809 1.4326 -0.752
O 0.8494 1.2542 -5.9096 -0.554
O -1.7679 8.7160 1.0477 -0.277
O 2.3367 1.1813 1.5166 -0.470
O 3.9636 1.8014 4.7333 -0.079
O 3.6614 -2.8299 -5.1987 -0.362
O -1.7408 -0.3102 3.4851 -0.520
O -1.4984 6.7485 2.2131 -0.419
O 1.1973 -0.4611 -4.5288 -0.234
O 2.0975 2.9585 4.4048 -0.415
O -0.0299 8.7286 2.6049 -0.344
O -4.9171 -6.6984 -3.4908 -0.403
O -8.1386 4.2671 -0.9753 -0.578
N 6.2995 -4.1459 -4.6351 0.030
C 1.2209 0.9102 -4.8191 0.538
C 3.6970 -1.1646 -0.7228 0.612
C 7.1855 -2.9628 -4.3781 -0.858
C -2.7541 -2.4856 1.4501 1.199
C -2.4230 8.5262 -0.2165 -0.405
C -2.5719 3.3446 -2.1609 -0.956
C 5.5955 -4.0346 -5.9978 -0.578
C 7.1426 -5.3955 -4.6574 -0.867
C -3.1706 7.2087 -0.2905 -0.723
C 0.4473 -1.4006 5.3117 -0.619
C 1.7331 0.1982 1.8707 -0.298
C 0.7611 -0.6246 0.9406 -0.417
C 0.0730 -0.8140 -3.6798 0.280
C 3.2335 2.7932 4.0547 0.559
C -2.1147 2.0810 -1.5757 -0.093
C -1.4607 -1.9434 0.7884 0.589
C -4.7935 -1.4436 0.1343 0.018
C -1.1067 -2.1858 -0.6338 -1.040
C 4.5353 -0.6454 0.4973 -0.951
C 2.4287 -0.2869 -1.0915 -0.872
C 1.2354 -2.7277 5.5454 -0.529
C 0.5514 -1.9744 -2.7151 -1.087
C -1.3280 5.3295 2.2386 -0.348
C -0.5894 4.9161 3.4974 -0.988
C -4.0094 3.6049 -2.1292 -0.507
C -0.4945 -1.1292 1.5315 1.192
C -5.2303 -7.9223 -4.1379 -0.339
C 4.2072 0.6330 3.9036 -0.320
C 0.8869 -3.8770 4.4920 -1.068
C -0.7019 -0.7038 3.0334 -0.775
C 0.1454 -1.6859 -1.2306 0.929
C 1.1137 -0.8685 -0.4566 0.464
C -5.9319 0.9095 1.7752 -1.033
C 1.7450 2.0168 -3.8472 -0.421
C 4.8800 1.1105 8.3230 -0.350
C 4.7041 -2.8167 -6.1571 -0.575
C 0.9756 9.7057 2.3646 -0.332
C -2.7751 -7.4310 -2.5282 -1.079
C -4.5155 1.4205 -0.8725 0.666
C -4.1365 -6.7950 -2.3090 0.099
C -4.9776 2.6839 -1.5105 -0.428
C 3.9118 3.6567 2.9414 -0.928
C -6.0219 -8.8863 -3.2721 -0.999
C -3.0670 1.1689 -0.9602 0.741
C 1.7999 -0.3583 3.3372 1.440
C 0.4551 10.8453 1.5060 -0.957
C -7.3873 0.0883 -0.9464 -1.013
C -3.8258 -1.3082 1.3683 -0.966
C 0.6162 -0.7864 3.8837 0.607
C 3.1232 -0.4864 4.1531 -0.578
C 5.3027 -4.2823 -3.5030 -1.003
Be -8.8468 1.8344 0.2855 0.677
H -2.8576 -8.4615 -2.8776 0.361
H 1.4588 -4.8320 4.8219 0.359
H -4.4310 4.5378 -2.5747 0.337
H 2.3723 -0.2670 -2.2167 -0.178
H 7.8902 -2.8715 -5.2042 0.342
H 7.7164 -3.1265 -3.4408 0.388
H -8.8386 4.8892 -0.7546 0.246
H -0.8164 -1.0992 -4.3046 0.431
H -6.2932 0.0579 2.4106 0.327
H 0.2355 10.5001 0.4917 0.227
H 5.6033 -0.9624 0.3929 0.396
H -6.9483 -8.4199 -2.9293 0.288
H 3.3219 -1.9282 -5.1009 0.193
H 6.4875 -6.2498 -4.8196 0.386
H 4.3638 4.5665 3.4249 0.361
H 5.1832 0.2181 4.2952 0.375
H 3.5777 -1.4819 3.8592 0.319
H 0.9497 -3.1365 6.5584 0.488
H 2.7486 1.7261 -3.4332 0.208
H 1.8983 2.9473 -4.4496 0.354
H 4.6828 3.0576 2.3881 0.292
H -3.7885 7.1696 -1.1885 0.452
H -1.8251 4.0428 -2.5981 0.395
H 5.2699 -1.8833 -6.0684 0.384
H -2.6689 0.2230 -0.5300 -0.047
H -6.0715 2.8977 -1.4956 -0.026
H 5.8439 -4.6101 -2.6138 0.356
H 7.6544 -5.4857 -3.7006 0.389
H 4.7460 1.9339 9.0166 0.376
H 4.5259 0.4777 0.5847 0.212
H -3.9958 -5.7734 -1.9513 -0.210
H 1.8502 9.2371 1.9028 0.259
H -8.0627 -0.5874 -0.3542 0.340
H 1.6736 -2.0147 -2.8148 -0.470
H -3.8060 7.0666 0.5844 0.272
H -0.1825 0.0799 -3.0455 -0.342
H -7.8529 1.1272 -0.9714 0.191
H -4.4645 -1.4154 2.2901 0.576
H 2.3499 -2.6028 5.5781 0.245
H -2.2101 -6.8748 -3.2803 0.273
H 0.9870 2.2333 -3.0532 0.028
H -7.2698 -0.2429 -2.0177 0.344
H 1.1941 -3.5098 3.4700 0.255
H -5.4627 -9.1916 -2.3855 0.256
H 4.3770 -1.1249 -1.6258 0.231
H -3.2566 -0.3491 1.4220 0.092
H 0.2132 -2.9929 -3.0567 0.700
H 2.5845 0.7912 -0.8050 0.551
H 1.1939 11.6472 1.4395 0.412
H -0.6425 -1.6440 5.4696 0.449
H -2.3226 4.8759 2.2340 0.413
H 5.0097 -4.9501 -6.0984 0.398
H -6.2706 -9.7874 -3.8360 0.384
H 0.3264 5.4907 3.6438 0.268
H 4.3911 0.8847 2.8313 -0.123
H -5.8298 -7.6610 -5.0129 0.334
H -0.4709 11.2493 1.9177 0.233
H -0.3325 3.8553 3.4722 0.178
H 7.8678 -5.3091 -5.4660 0.390
H -4.2879 -1.5627 -0.8561 -0.196
H 1.2811 10.0935 3.3383 0.345
H -4.3185 -8.3931 -4.5203 0.292
H -5.5244 -2.2872 0.2772 0.456
H -3.1276 9.3513 -0.3353 0.354
H 4.5559 -5.0222 -3.7816 0.335
H -6.6481 1.7776 1.7250 0.383
H -1.0249 1.8226 -1.5738 0.151
H -4.9066 1.2325 2.1034 0.202
H 3.0957 3.9700 2.2445 0.233
H 6.3866 -4.0269 -6.7488 0.362
H 6.5720 -2.0690 -4.2986 0.349
H -1.6850 8.5998 -1.0212 0.312
H -0.8191 4.9763 1.3386 0.349
H 4.2526 -2.8308 -7.1572 0.425
H 4.8565 -3.3166 -3.2954 0.491
H -1.2181 5.1033 4.3721 0.345
H 4.0457 -1.0579 1.4238 0.077
H -4.6961 -7.3208 -1.5276 0.287
H -2.4757 6.3660 -0.3277 -0.020
H 2.9708 -0.5402 5.2618 -0.342
H -0.2214 -4.0421 4.5257 0.242
H -2.2056 -7.4383 -1.5963 0.377
```

Results
Frontier orbital gap in eV: 2.73
Charge: +1
Strongest force on any atom in eV/Å: 9.0
DFT total energy in Ha: -14925.5687